Entry 1:
{
  "formula": "C5H7IN",
  "method": "ωB97M-V with the def2-TZVPD basis set",
  "de_lowest_kcal_mol": 167.7,
  "lumo_energy_ev": [-5.6, -5.6],
  "homo_energy_ev": [-12.74, -12.73],
  "charge": 1,
  "homo_lumo_gap_ev": [7.115, 7.114],
  "molar_mass_da": 208.0,
  "symbols": ["H", "H", "H", "N", "C", "H", "H", "C", "I", "H", "C", "H", "C", "C"],
  "coordinates": [[0.934804, 1.388663, -1.511681], [-2.152309, -0.654033, -0.424687], [-1.018581, 1.776602, -0.355519], [-0.761822, -1.692244, 0.568127], [-0.508945, -1.669651, -0.891511], [-1.492821, -2.206960, 0.964993], [0.113407, -1.624375, 1.262322], [0.879631, 1.069765, -0.422833], [3.741080, 0.065893, 0.153709], [-0.773206, 1.051847, 1.197012], [-1.118003, -0.498144, -0.289706], [1.002208, 2.174269, -0.038189], [-0.571393, 0.892323, 0.067424], [1.725949, -0.073957, -0.279463]],
  "forces_ev_per_angstrom": [[-0.30, -1.04, 0.55], [-1.55, 0.52, -0.52], [-1.23, -0.31, -0.53], [3.54, 1.97, 2.88], [1.47, 0.36, -1.19], [-1.31, -1.22, 0.47], [-2.38, -0.27, -2.31], [-0.48, 3.55, 0.53], [-1.23, 0.08, -0.38], [0.93, -0.42, -1.64], [0.65, -0.04, 1.00], [1.24, -1.84, -0.04], [0.04, -0.65, 0.92], [0.62, -0.68, 0.27]]
}

Entry 2:
{
  "formula": "C4H34O13",
  "method": "ωB97M-V with the def2-TZVPD basis set",
  "de_lowest_kcal_mol": 18.8,
  "lumo_energy_ev": 0.0,
  "homo_energy_ev": -10.45,
  "charge": 0,
  "homo_lumo_gap_ev": 10.480,
  "molar_mass_da": 290.3,
  "symbols": ["H", "H", "H", "H", "C", "H", "H", "C", "O", "H", "O", "H", "H", "O", "H", "H", "H", "H", "H", "H", "H", "H", "O", "H", "O", "H", "H", "O", "O", "H", "H", "H", "H", "O", "O", "H", "H", "H", "O", "O", "H", "H", "H", "C", "O", "H", "H", "C", "O", "H", "H"],
  "coordinates": [[0.786601, -0.848998, -2.488052], [2.488701, 1.222678, -2.660685], [2.121234, -1.596622, -0.798023], [-0.842006, 3.774570, 0.496371], [-2.102542, -0.869767, -0.345135], [-0.524373, 0.492500, -1.173274], [0.877922, -2.901462, 1.544018], [-0.879077, 0.044938, -0.242449], [4.199833, 1.464053, -0.042617], [-2.453653, 3.618246, 0.598870], [1.312476, -1.662330, -2.527153], [2.190160, -1.642414, -2.903431], [-3.867686, -0.060791, -0.350833], [1.435523, -2.414827, 2.169952], [-1.419958, 3.335162, -2.001006], [2.659720, 0.156800, -1.529441], [-2.429540, 0.447288, 3.322367], [2.240498, -2.643104, 2.594621], [-0.671150, -2.417671, 0.039028], [-2.999942, -3.723046, 1.232530], [-1.162574, 0.046481, -4.350869], [-1.962161, -4.286593, -0.149609], [-2.562990, 1.073141, 2.606484], [2.598756, -1.036428, 0.665996], [1.358888, 2.881749, -0.078594], [-2.496526, -1.159785, -1.360131], [-3.378549, -3.440740, -0.331082], [-0.130474, -0.576490, 3.494263], [-1.196013, 0.667558, -3.625456], [-0.234047, -0.000276, 4.256197], [2.455033, 0.615972, 2.935652], [-1.102319, 0.960631, 0.343299], [0.087607, 2.977025, -2.035674], [-0.643654, 3.311114, -2.582944], [2.502677, 0.497094, 1.968440], [1.746419, 3.372939, -0.831559], [0.055153, -0.424399, 0.083050], [-0.899270, 1.555373, -3.812092], [2.789958, -1.096958, -0.311689], [-1.670061, 3.696568, 0.034086], [1.566842, 0.296572, 1.761510], [1.732229, 2.017520, -0.362773], [-2.639264, 0.655279, 1.725094], [-1.672250, -2.146835, 0.413966], [2.026246, 0.825549, -1.893532], [0.169315, -1.416268, 3.839097], [3.582515, 1.496822, 0.691668], [-2.505292, -3.459812, 0.334856], [-3.301264, -0.367259, 0.412019], [4.477592, 0.578116, -0.236142], [-1.715263, -1.888863, 1.460806]],
  "forces_ev_per_angstrom": [[1.06, 0.32, -0.53], [-0.41, -0.17, 0.70], [-0.34, -0.19, 0.26], [0.22, -0.17, 0.71], [-0.42, -1.64, 0.95], [-0.63, -0.14, -0.46], [1.31, -0.67, 0.61], [0.03, 1.82, -0.80], [0.58, 1.49, -0.59], [0.91, 0.04, 0.28], [-1.14, -1.77, 0.60], [-0.18, 0.94, -0.36], [0.55, -0.18, 1.66], [-1.99, 2.01, -0.26], [0.49, 0.03, 0.22], [-0.61, 0.75, 0.23], [-0.01, -0.38, -0.66], [0.74, -1.55, -0.38], [-0.14, 0.33, 0.49], [0.18, -0.51, 1.26], [0.22, 0.47, -0.50], [0.20, 0.12, 0.82], [0.00, 1.02, 0.01], [0.10, -0.28, -1.51], [0.69, -0.16, -1.21], [0.84, 0.65, 0.74], [0.07, 0.76, -0.25], [-0.15, 0.50, 0.01], [-0.43, -1.00, 1.06], [-0.08, 0.09, 0.07], [0.18, -0.05, -0.58], [0.20, -0.73, 0.07], [-0.64, 0.09, 0.09], [0.26, -0.24, -0.40], [-0.86, -0.11, 0.74], [-0.28, 0.36, 0.79], [-0.52, -0.24, 0.62], [0.21, 0.47, -0.42], [0.52, -0.10, 1.34], [-1.20, -0.04, -0.95], [0.36, 0.17, 0.15], [-0.44, 0.05, 0.41], [-0.19, -0.41, 0.90], [-0.79, -1.26, -0.71], [0.82, 0.27, -1.06], [0.23, -0.36, -0.07], [-0.01, -0.65, 0.21], [-0.52, 0.34, -2.25], [0.42, 0.20, -2.87], [-0.20, -0.69, 0.41], [0.82, 0.40, 0.38]]
}

Entry 3:
{
  "formula": "C13H28GdN2O2P2",
  "method": "ωB97M-V with the def2-TZVPD basis set",
  "de_lowest_kcal_mol": 0.0,
  "lumo_energy_ev": [-6.0, -8.4],
  "homo_energy_ev": [-14.72, -14.40],
  "charge": 2,
  "homo_lumo_gap_ev": [8.770, 5.980],
  "spin_multiplicity": 9,
  "molar_mass_da": 463.6,
  "symbols": ["H", "H", "H", "O", "C", "H", "H", "H", "H", "Gd", "H", "C", "P", "C", "N", "H", "H", "N", "C", "H", "C", "H", "H", "H", "H", "H", "H", "H", "O", "H", "H", "C", "C", "C", "H", "C", "H", "H", "C", "H", "C", "C", "H", "H", "P", "H", "H", "C"],
  "coordinates": [[0.794254, 2.339128, 2.343245], [1.004502, 0.715196, 4.870225], [-1.504683, 2.296905, 4.769009], [-0.486769, 0.670251, 2.258469], [0.474111, 1.501313, 4.323780], [3.350523, 1.308088, -0.348135], [-0.224382, -1.725923, -4.529870], [1.588171, 0.754547, 2.570265], [-0.252460, 1.987662, -2.720352], [-0.367637, -0.503963, 0.165709], [2.453287, -3.070022, 0.911410], [-2.633506, 1.229039, -1.608666], [2.162456, -1.688790, 1.229335], [0.705713, 1.354719, 2.821099], [-1.375507, 1.179777, -1.142746], [-0.822036, 3.184913, -1.535629], [3.088700, 0.391640, -1.824141], [1.297949, 0.636455, -0.647350], [-0.418503, 2.163676, -1.646783], [-1.411405, -0.951247, -3.373633], [1.168048, -3.074116, -2.876820], [1.440319, -2.715123, -3.891121], [1.958288, -2.773763, -2.152839], [-1.264952, 0.652645, 5.348582], [0.825545, 2.464318, 4.696003], [-4.403159, -0.815817, 0.730709], [-4.609727, 0.460267, -1.798543], [-2.346186, 1.482133, 2.781017], [-0.579768, -2.359174, -1.338545], [0.932228, 2.834804, -0.195338], [1.137600, -4.200532, -2.892394], [-0.920676, -1.892978, -3.682114], [3.229375, -0.832196, -0.031999], [2.761459, 0.433332, -0.775278], [3.115236, -1.712696, 2.278698], [0.958249, 2.044181, -0.984279], [-2.051801, -0.193663, 3.328615], [1.701065, 2.398861, -1.725368], [-1.604342, 0.799415, 3.215626], [4.096925, -0.628561, 0.606664], [-0.190019, -2.483053, -2.541328], [-3.640946, 0.301820, -1.307971], [-1.665132, -2.630109, -4.065091], [3.505084, -1.607675, -0.750329], [-3.282117, -1.018818, -0.154525], [-3.758593, -2.116507, -0.948311], [-2.891122, 2.072020, -2.287919], [-1.043658, 1.337621, 4.528957]],
  "forces_ev_per_angstrom": [[-0.10, -0.28, -0.04], [-0.03, 0.16, -0.12], [0.01, -0.11, -0.04], [0.30, 0.23, 0.70], [0.00, -0.59, 0.03], [-0.92, -0.80, -0.32], [-0.56, 0.09, 0.58], [-0.29, 0.11, 0.03], [-0.43, -0.06, 0.09], [0.81, -0.59, 1.22], [-0.34, 0.73, -0.03], [0.50, 0.83, -0.27], [0.65, -1.04, -0.14], [-0.19, 0.34, -0.16], [-1.24, 0.16, -0.77], [0.09, -0.33, -0.08], [-0.40, -0.14, 0.09], [0.54, 1.44, -1.04], [0.04, 0.10, -0.58], [0.01, -0.56, -0.25], [0.07, -0.52, -0.18], [0.06, -0.47, 0.74], [-0.71, -0.20, -0.32], [0.07, 0.11, -0.08], [0.02, -0.12, -0.13], [0.44, -0.31, -0.48], [0.38, -0.21, 0.33], [0.21, -0.18, 0.02], [0.66, -0.01, -2.25], [0.62, -1.00, 0.23], [-0.08, 1.02, 0.04], [-0.49, 0.00, -0.75], [0.59, -0.52, 0.05], [0.14, 0.63, 1.58], [-0.56, 0.26, 0.12], [-0.32, 0.33, -0.14], [0.11, 0.14, -0.08], [-0.33, -0.07, 0.35], [-0.16, -0.05, -0.32], [0.15, 0.14, -0.75], [1.03, 0.38, 1.93], [0.35, 0.98, -0.54], [0.23, 0.51, 0.35], [0.20, 0.13, 0.12], [-1.30, -0.62, 0.31], [0.07, 0.37, 0.54], [0.17, -0.57, 0.39], [-0.06, 0.18, 0.03]]
}

Entry 4:
{
  "formula": "C4H7FN2O",
  "method": "ωB97M-V with the def2-TZVPD basis set",
  "de_lowest_kcal_mol": 80.6,
  "lumo_energy_ev": 0.9,
  "homo_energy_ev": -8.32,
  "charge": 0,
  "homo_lumo_gap_ev": 9.186,
  "smiles": "CN(/C=N\\O)/C=C/F",
  "molar_mass_da": 118.1,
  "symbols": ["H", "C", "N", "H", "H", "C", "H", "H", "C", "N", "F", "H", "H", "C", "O"],
  "coordinates": [[1.342452, 0.491345, 1.902245], [-0.738070, -1.005728, 0.642901], [0.440837, -0.378794, 0.193129], [-0.377211, -0.162234, -1.691847], [2.418980, 0.073558, 0.553038], [0.436130, 0.207903, -1.062274], [2.313539, 2.560734, -1.343242], [-2.204395, 0.648473, 0.292549], [-1.961686, -0.459312, 0.503188], [1.115527, 1.142358, -1.611936], [-3.068022, -1.237355, 0.745130], [-0.646209, -1.981873, 1.144213], [1.863813, -1.213948, 1.598942], [1.550186, -0.251723, 1.090426], [2.035915, 1.803544, -0.784484]],
  "forces_ev_per_angstrom": [[0.17, -0.53, -0.60], [-0.87, 0.23, 0.09], [-0.42, 0.04, -0.27], [0.38, -0.06, 0.03], [0.25, 0.22, -0.23], [-0.52, 0.29, -0.05], [-0.27, -0.81, 0.47], [0.41, -2.15, 0.01], [0.07, 0.81, 0.12], [-0.35, -0.20, -0.05], [0.84, 0.79, -0.03], [0.06, 0.35, -0.46], [-0.80, 0.72, -0.64], [0.72, -0.27, 1.83], [0.33, 0.58, -0.22]]
}

no.,F_max (eV/Å)
1,5.0
2,2.9
3,2.3
4,2.2